Entry 1:
The following is a DFT calculation (wB97M-V/def2-TZVPD) of a single C11H21N5O3 molecule in a non-equilibrium geometry.

As for the total charge: 0. As for the HOMO-LUMO gap: 9.648 eV. The structure (SMILES) is [H]/N=C(\N)NCCC[C@H](N)C(=O)N1CCC[C@H]1C(=O)O. Its total energy is -931.14623 Eh.

Cartesian coordinates (Å):
H (-5.3408, -0.9370, 2.4925)
N (-4.6981, -0.9088, 1.6432)
C (-5.3951, -0.4812, 0.6306)
N (-6.6864, -0.0479, 0.6742)
N (-4.8837, -0.5490, -0.6128)
C (-3.5514, -0.8870, -0.9288)
C (-2.4691, 0.1387, -0.5466)
C (-1.1291, -0.5348, -0.8976)
C (0.0063, 0.4025, -0.4274)
N (0.1079, 1.6615, -1.0779)
C (1.4007, -0.3124, -0.4631)
O (1.6100, -1.5461, -0.7095)
N (2.5390, 0.5426, -0.2057)
C (2.7483, 1.5577, 0.9714)
C (4.2574, 1.4709, 1.1129)
C (4.9771, 0.7183, -0.0051)
C (3.8084, -0.2499, -0.5073)
C (3.9059, -1.6806, 0.2908)
O (3.4343, -1.9320, 1.3685)
O (4.7952, -2.4304, -0.3693)
H (-6.9335, 0.2069, 1.5526)
H (-7.3104, -0.2976, -0.0995)
H (-4.9882, 0.5403, -0.8480)
H (-3.5295, -0.9643, -1.9926)
H (-3.2474, -1.8627, -0.3694)
H (-2.8781, 1.1581, -0.8444)
H (-2.4289, 0.2490, 0.5211)
H (-0.8350, -0.9859, -1.8955)
H (-0.9244, -1.4582, -0.1775)
H (-0.1753, 0.6576, 0.6847)
H (0.5522, 1.6067, -2.0712)
H (-0.8252, 2.2288, -1.0306)
H (2.2620, 2.5738, 0.7074)
H (2.4246, 1.2132, 2.0177)
H (4.6521, 2.4452, 1.2150)
H (4.6726, 1.1675, 2.1562)
H (5.8111, -0.0408, 0.2612)
H (5.4288, 1.2740, -0.9496)
H (3.7918, -0.5283, -1.6133)
H (5.0440, -3.1783, 0.3427)



Entry 2:
The following is a DFT calculation (wB97M-V/def2-TZVPD) of a molecular structure, C4H7N3 in a non-equilibrium geometry.

As for the total charge: 0. As for the HOMO-LUMO gap: 8.534 eV. Its total energy is -320.66828 Eh.

Cartesian coordinates (Å):
C (2.5929, 0.2327, 0.0754)
N (1.3278, -0.4797, 0.2154)
C (0.1839, 0.2282, -0.1352)
C (-0.7880, -0.6895, 0.1358)
C (-2.6720, 0.0721, -0.1230)
N (-1.8867, -1.1914, 0.2746)
N (1.1610, -1.6401, 0.6069)
H (3.3809, -0.4038, 0.4621)
H (2.5069, 1.1685, 0.6352)
H (2.7286, 0.4537, -0.9869)
H (0.1444, 1.2389, -0.5064)
H (-3.6470, -0.3651, -0.2035)
H (-2.6393, 0.8580, 0.6455)
H (-2.3933, 0.5175, -1.0959)



Entry 3:
The following is a DFT calculation (wB97M-V/def2-TZVPD) of a molecular structure, C3H9N2S in a non-equilibrium geometry.

As for the total charge: +1. As for the HOMO-LUMO gap: 9.379 eV. Its total energy is -627.06352 Eh.

Cartesian coordinates (Å):
C (0.4654, 1.0924, -0.4843)
C (0.3586, -1.4433, 0.2205)
C (-0.6507, -0.5424, -0.4705)
N (0.1850, 2.0579, 0.3957)
N (-1.7420, -0.3531, 0.3238)
S (2.0459, -0.5584, 0.1528)
H (1.1585, 1.4827, -1.3522)
H (0.2813, -1.7778, 1.2100)
H (0.4866, -2.4046, -0.2444)
H (-0.8770, -0.8061, -1.6004)
H (0.3829, 3.0618, 0.3472)
H (-1.5859, -0.3634, 1.3521)
H (-2.6154, -0.0740, -0.1299)
H (-0.3340, 1.8992, 1.2459)
H (2.4409, -1.2708, -0.9663)



> Number 3 is which compound?

C3H9N2S



> total energy of number 3 (C3H9N2S)?

-627.06352 Eh



> Which value of total energy does entry 1 give?

-931.14623 Eh



Please write out number 2 again, unchanged.
The following is a DFT calculation (wB97M-V/def2-TZVPD) of a molecular structure, C4H7N3 in a non-equilibrium geometry.

As for the total charge: 0. As for the HOMO-LUMO gap: 8.534 eV. Its total energy is -320.66828 Eh.

Cartesian coordinates (Å):
C (2.5929, 0.2327, 0.0754)
N (1.3278, -0.4797, 0.2154)
C (0.1839, 0.2282, -0.1352)
C (-0.7880, -0.6895, 0.1358)
C (-2.6720, 0.0721, -0.1230)
N (-1.8867, -1.1914, 0.2746)
N (1.1610, -1.6401, 0.6069)
H (3.3809, -0.4038, 0.4621)
H (2.5069, 1.1685, 0.6352)
H (2.7286, 0.4537, -0.9869)
H (0.1444, 1.2389, -0.5064)
H (-3.6470, -0.3651, -0.2035)
H (-2.6393, 0.8580, 0.6455)
H (-2.3933, 0.5175, -1.0959)